[1]
11
Properties=species:S:1:pos:R:3:nbo_charge:R:1 method="wB97M-V/def2-TZVPD" e_lumo_ev=0.8 smiles=FC(F)[C@@H](F)C(Cl)Cl orbital_gap_ha=0.4422 e_homo_ev=-11.27 de_lowest_ev=1.301 energy_ha=-1336.0726
C 0.12 0.84 1.51 0.11
C -0.04 -0.72 1.83 0.55
C 0.60 1.06 0.08 -0.23
F 1.01 1.24 2.43 -0.32
F -1.32 -1.01 2.04 -0.34
F 0.36 -1.53 0.90 -0.32
Cl 2.32 0.66 -0.09 0.02
Cl 0.32 2.83 -0.32 -0.04
H -0.89 1.14 1.59 0.20
H 0.47 -0.83 2.73 0.13
H -0.05 0.44 -0.57 0.24

[2]
25
Properties=species:S:1:pos:R:3:nbo_charge:R:1 method="wB97M-V/def2-TZVPD" e_lumo_ev=-2.8 charge=+1 orbital_gap_ha=0.3982 e_homo_ev=-13.63 de_lowest_ev=1.967 energy_ha=-422.3204
C -0.58 -2.59 -1.93 -0.66
C -0.41 -1.02 -1.79 -0.08
C 0.68 -0.84 -0.72 -0.40
C 1.37 0.60 -0.59 -0.26
N 0.32 1.65 -0.38 -0.74
N -1.60 -0.22 -1.40 -0.86
H -1.64 -2.79 -2.14 0.23
H -0.06 -2.97 -2.89 0.24
H -0.26 -3.36 -1.12 0.24
H -0.05 -0.59 -2.75 0.21
H 1.53 -1.52 -0.87 0.25
H 0.27 -1.01 0.40 0.20
H 2.01 0.49 0.39 0.24
H 2.15 0.86 -1.45 0.25
H 0.59 2.58 -0.77 0.44
H -0.60 1.36 -0.78 0.47
H -2.36 -0.41 -2.00 0.39
H -1.75 -0.39 -0.44 0.37
H 0.16 1.93 0.62 0.47
H -0.45 3.32 3.54 0.48
H -0.89 1.96 3.32 0.49
O -0.68 2.71 2.72 -0.97
H 0.99 0.55 4.30 0.49
H 0.74 -0.57 3.21 0.48
O 0.51 0.28 3.51 -0.97

[3]
16
Properties=species:S:1:pos:R:3:nbo_charge:R:1 method="wB97M-V/def2-TZVPD" e_lumo_ev=0.8 orbital_gap_ha=0.3606 e_homo_ev=-8.96 de_lowest_ev=3.000 energy_ha=-271.6424
C -1.79 -0.65 1.01 -0.61
C -0.70 0.46 1.02 -0.44
C 0.00 0.55 -0.36 -0.16
C 1.87 0.65 -0.91 -0.58
C 0.46 -0.73 -0.83 0.32
O 0.85 -1.63 -0.08 -0.67
H -1.35 -1.60 0.69 0.24
H -2.20 -0.81 2.02 0.22
H -2.65 -0.43 0.35 0.20
H -1.16 1.40 1.34 0.21
H 0.04 0.16 1.76 0.23
H -0.43 1.28 -1.04 0.22
H 2.39 0.96 -0.02 0.23
H 2.45 -0.20 -1.32 0.26
H 1.82 1.38 -1.71 0.21
H 0.39 -0.80 -1.92 0.13

[4]
35
Properties=species:S:1:pos:R:3:nbo_charge:R:1 method="wB97M-V/def2-TZVPD" e_lumo_ev=0.5 orbital_gap_ha=0.3258 e_homo_ev=-8.38 de_lowest_ev=14.868 energy_ha=-1254.9318
C 7.45 1.11 0.55 -0.39
C 6.74 0.14 0.06 -0.15
C 5.35 0.47 -0.47 -0.28
N 4.38 -0.64 0.10 -0.49
C 3.09 -0.73 -0.09 0.29
N 2.26 0.34 -0.50 -0.51
N 0.90 0.54 -0.25 -0.23
C 0.15 -0.27 -0.32 0.23
C -1.29 0.07 -0.13 -0.02
C -2.20 -0.94 -0.24 -0.23
C -3.64 -0.35 -0.06 0.25
C -4.03 0.85 0.20 0.20
C -2.90 1.52 0.36 -0.15
C -1.58 1.45 0.33 -0.22
H -0.83 2.08 0.30 0.24
H -3.28 2.67 0.87 0.17
O -5.19 0.96 0.58 -0.49
C -6.15 -0.02 0.72 -0.09
C -5.72 -0.89 -0.52 -0.05
H -6.54 -1.79 -0.28 0.15
O -4.57 -1.52 -0.40 -0.48
H -6.04 -0.41 -1.28 0.16
H -7.12 0.55 0.61 0.21
H -6.05 -0.40 1.79 0.20
H -2.03 -1.74 -0.77 0.21
C 0.71 -1.70 -0.12 -0.64
H -0.08 -2.54 0.39 0.25
H 0.90 -1.96 -1.13 0.23
S 2.08 -1.85 1.01 0.27
H 2.85 1.24 -0.72 0.40
H 5.21 0.38 -1.59 0.20
H 4.84 1.38 -0.34 0.18
H 6.91 -0.85 0.11 0.21
H 8.37 0.77 0.79 0.20
H 7.07 2.08 0.46 0.20

[5]
60
Properties=species:S:1:pos:R:3:nbo_charge:R:1 method="wB97M-V/def2-TZVPD" e_lumo_ev=-7.8 charge=+2 orbital_gap_ha=0.2161 e_homo_ev=-13.63 de_lowest_ev=0.589 energy_ha=-1437.5872
In -0.68 0.49 0.32 1.78
C 1.94 -3.26 -3.56 -0.59
C 1.77 -1.79 -3.14 -0.25
C 2.27 -0.86 -4.25 -0.61
C 0.35 -1.51 -2.72 0.01
C -0.57 -0.80 -3.51 -0.15
C -1.85 -0.53 -3.07 -0.19
C -2.30 -0.97 -1.83 -0.03
C -3.73 -0.81 -1.40 -0.65
C -1.40 -1.73 -1.04 -0.31
C -0.11 -1.99 -1.50 -0.17
H 2.98 -3.46 -3.77 0.23
H 1.35 -3.47 -4.45 0.22
H 1.62 -3.93 -2.77 0.21
H 2.40 -1.63 -2.25 0.22
H 1.78 -1.08 -5.20 0.21
H 3.34 -1.00 -4.39 0.24
H 2.11 0.18 -3.99 0.21
H -0.28 -0.48 -4.51 0.24
H -2.54 -0.01 -3.72 0.23
H -3.80 -0.55 -0.34 0.21
H -4.25 -1.76 -1.54 0.26
H -4.25 -0.06 -2.00 0.24
H -1.79 -2.28 -0.19 0.25
H 0.54 -2.62 -0.90 0.25
N -3.07 2.41 2.03 -0.56
C -1.98 2.21 2.84 0.40
C -2.03 2.67 4.17 -0.26
C -0.91 2.58 4.97 -0.09
C 0.25 2.02 4.43 -0.24
C 0.20 1.51 3.15 0.07
N -0.88 1.60 2.38 -0.60
C -3.15 2.63 0.67 0.41
C -4.24 3.36 0.18 -0.25
C -4.35 3.62 -1.16 -0.08
C -3.34 3.19 -2.02 -0.25
C -2.30 2.46 -1.48 0.07
N -2.22 2.16 -0.17 -0.61
H -3.86 2.82 2.53 0.43
H -2.94 3.10 4.55 0.24
H -0.93 2.95 5.98 0.26
H 1.16 1.96 5.01 0.26
H 1.06 1.02 2.70 0.24
H -4.98 3.72 0.88 0.25
H -5.20 4.16 -1.55 0.26
H -3.35 3.41 -3.07 0.26
H -1.47 2.10 -2.08 0.22
C 1.38 -0.04 0.62 -0.63
C 2.19 -0.80 1.12 0.05
C 3.30 -1.33 1.80 -0.12
C 3.21 -1.45 3.20 -0.18
C 4.28 -1.96 3.90 -0.20
C 5.45 -2.31 3.24 -0.16
C 5.54 -2.18 1.86 -0.19
C 4.48 -1.69 1.14 -0.17
H 2.30 -1.16 3.71 0.21
H 4.19 -2.09 4.97 0.23
H 6.29 -2.68 3.81 0.24
H 6.45 -2.48 1.36 0.24
H 4.55 -1.59 0.06 0.22

[6]
8
Properties=species:S:1:pos:R:3:nbo_charge:R:1 method="wB97M-V/def2-TZVPD" e_lumo_ev=0.1 smiles="O=[S@@H](=S)OOO" orbital_gap_ha=0.3755 e_homo_ev=-10.16 de_lowest_ev=5.823 energy_ha=-1098.2768
O 1.82 0.00 -1.24 -0.88
O -1.10 -1.28 0.71 -0.48
O -1.23 -0.71 -0.62 0.01
O -0.67 0.60 -0.57 -0.43
S 1.34 2.48 0.19 -0.35
S 1.00 0.67 -0.26 1.60
H -2.00 -1.64 1.03 0.49
H 0.85 -0.12 0.76 0.04

[7]
111
Properties=species:S:1:pos:R:3:lowdin_charge:R:1 method="wB97M-V/def2-TZVPD" e_lumo_ev=-0.1 orbital_gap_ha=0.2849 e_homo_ev=-7.83 de_lowest_ev=0.663 energy_ha=-8914.5536
Sc -0.03 -0.20 0.08 0.34
Cl 1.55 -2.68 0.23 0.62
C 2.96 -2.17 -0.74 -0.88
Cl 2.67 -0.57 -1.42 0.55
H 3.07 -2.87 -1.56 0.03
H 3.81 -2.12 -0.09 0.04
Cl -3.17 1.12 -2.18 0.63
C -2.38 2.21 -3.27 -0.63
C -3.14 2.58 -4.38 -0.11
C -2.60 3.41 -5.34 -0.07
C -1.30 3.87 -5.19 -0.06
C -0.57 3.50 -4.08 -0.10
C -1.09 2.67 -3.07 -0.34
P 0.01 2.28 -1.63 1.03
C 0.13 3.89 -0.77 -0.35
C 0.59 5.06 -1.38 -0.08
C 0.66 6.25 -0.68 -0.06
C 0.27 6.30 0.65 -0.07
C -0.17 5.15 1.28 -0.09
C -0.23 3.96 0.57 -0.16
C 1.61 2.18 -2.50 -0.43
C 2.75 2.79 -1.97 -0.12
C 3.96 2.69 -2.64 -0.07
C 4.05 1.96 -3.82 -0.08
C 2.93 1.33 -4.33 -0.10
C 1.72 1.44 -3.67 -0.17
H -4.14 2.19 -4.48 0.10
H -3.19 3.70 -6.20 0.11
H -0.85 4.51 -5.94 0.11
H 0.46 3.82 -4.01 0.10
H 0.93 5.04 -2.41 0.10
H 1.03 7.14 -1.18 0.11
H 0.34 7.23 1.20 0.11
H -0.43 5.17 2.33 0.11
H -0.50 3.05 1.09 0.01
H 2.69 3.35 -1.05 0.08
H 4.84 3.16 -2.22 0.11
H 5.00 1.88 -4.33 0.10
H 3.00 0.74 -5.23 0.10
H 0.85 0.92 -4.07 0.09
F 2.53 5.11 5.61 0.13
C 2.46 4.18 4.65 -0.14
C 2.32 2.85 4.98 -0.14
F 2.27 2.48 6.26 0.12
C 2.24 1.90 3.98 -0.27
F 2.18 0.62 4.35 0.08
C 2.25 2.24 2.63 -0.48
Se 2.23 0.96 1.20 0.68
C 2.47 3.58 2.34 -0.27
F 2.65 3.98 1.08 0.07
C 2.56 4.55 3.32 -0.15
F 2.74 5.83 3.00 0.12
C -2.76 3.26 2.87 -0.43
Te -3.03 1.92 1.22 1.20
C -4.19 0.52 2.33 -0.41
H -3.69 3.26 3.44 0.00
H -2.59 4.25 2.46 -0.02
H -1.93 2.95 3.50 -0.01
H -3.55 -0.23 2.80 -0.03
H -4.88 0.03 1.66 0.00
H -4.74 1.07 3.09 0.01
C -3.12 -1.87 -5.07 -0.04
C -1.62 -1.89 -5.27 -0.49
C -1.20 -2.22 -6.69 -0.05
O -1.09 -2.90 -4.38 -0.35
P 0.15 -2.59 -3.42 -0.10
S 1.77 -2.10 -4.34 0.32
S -0.70 -1.19 -2.16 0.30
O 0.33 -3.96 -2.66 -0.33
C -0.61 -5.05 -2.44 -0.42
C -0.64 -5.95 -3.66 -0.04
C -1.97 -4.57 -2.01 -0.05
H -3.58 -1.12 -5.72 0.08
H -3.36 -1.63 -4.03 0.06
H -3.54 -2.85 -5.31 0.09
H -1.20 -0.92 -4.97 0.10
H -1.59 -3.20 -6.98 0.09
H -0.12 -2.23 -6.78 0.06
H -1.60 -1.47 -7.37 0.08
H -0.15 -5.59 -1.61 0.14
H -1.15 -5.46 -4.49 0.08
H -1.17 -6.87 -3.41 0.09
H 0.38 -6.21 -3.97 0.09
H -2.49 -4.05 -2.82 0.08
H -1.90 -3.90 -1.16 0.05
H -2.58 -5.43 -1.72 0.09
C -1.98 -2.13 4.26 -0.16
Si -0.67 -1.27 3.21 0.39
C -0.70 0.51 3.81 -0.18
C 0.96 -2.12 3.58 -0.19
N -1.05 -1.30 1.48 -0.22
C -2.09 -2.16 1.08 -0.41
C -3.11 -1.72 0.24 -0.13
C -4.19 -2.53 -0.09 -0.08
C -4.29 -3.81 0.43 -0.11
C -3.28 -4.28 1.25 -0.09
C -2.18 -3.48 1.55 -0.07
H -1.97 -1.64 5.24 0.04
H -1.76 -3.18 4.43 0.03
H -2.99 -2.07 3.86 0.03
H -0.28 0.59 4.81 0.05
H -1.75 0.81 3.87 0.01
H -0.19 1.22 3.16 0.00
H 1.14 -2.10 4.66 0.04
H 1.80 -1.64 3.08 -0.01
H 0.91 -3.16 3.27 0.02
H -3.07 -0.71 -0.15 0.01
H -4.96 -2.14 -0.75 0.11
H -5.14 -4.43 0.19 0.10
H -3.32 -5.29 1.65 0.11
H -1.39 -3.88 2.18 0.10

[8]
55
Properties=species:S:1:pos:R:3:nbo_charge:R:1 method="wB97M-V/def2-TZVPD" e_lumo_ev=1.6 charge=-1 orbital_gap_ha=0.1948 e_homo_ev=-3.72 energy_ha=-1714.0574
C 5.58 -0.47 3.68 -0.26
O 4.27 0.10 3.84 -0.48
C 3.26 -0.73 3.55 0.86
N 2.04 0.00 3.78 -0.22
N 0.96 -0.58 3.47 -0.11
C -0.15 0.18 3.32 0.19
C -1.27 -0.67 2.83 -0.67
C -0.20 1.55 3.54 -0.23
C -1.45 2.18 4.00 0.64
O -2.56 1.81 3.56 -0.65
N -1.45 3.19 4.95 -0.43
C -2.67 3.89 5.27 -0.41
C -0.32 3.58 5.76 -0.41
O 3.38 -1.88 3.16 -0.59
H 6.28 0.35 3.78 0.19
H 5.77 -1.21 4.46 0.18
H 5.70 -0.96 2.72 0.20
H -2.23 -0.16 2.96 0.26
H -1.16 -0.87 1.75 0.24
H -1.26 -1.63 3.36 0.21
H 0.70 2.17 3.46 0.26
H -3.52 3.40 4.79 0.25
H -2.79 3.89 6.36 0.18
H -2.61 4.93 4.95 0.19
H 0.47 2.83 5.73 0.22
H 0.10 4.54 5.45 0.19
H -0.67 3.71 6.79 0.18
C 1.39 5.73 -4.50 -0.23
C 0.32 4.83 -4.55 -0.23
C -0.17 4.25 -3.36 -0.22
C 0.45 4.54 -2.13 -0.30
P -0.21 3.94 -0.51 1.91
C -1.99 4.33 -0.71 -0.40
C -2.95 3.31 -0.79 -0.19
C -4.31 3.65 -0.91 -0.22
C -4.70 4.99 -0.91 -0.22
C -3.74 6.01 -0.83 -0.25
C -2.38 5.68 -0.74 -0.12
C -0.20 2.18 -0.25 -1.07
C 0.82 1.52 0.41 0.32
N 1.62 0.85 0.97 -0.55
O 0.43 4.72 0.62 -1.12
C 1.53 5.44 -2.10 -0.22
C 1.99 6.04 -3.27 -0.23
H 1.76 6.19 -5.42 0.20
H -0.17 4.59 -5.50 0.20
H -1.04 3.58 -3.40 0.22
H -2.64 2.27 -0.76 0.23
H -5.04 2.84 -0.99 0.21
H -5.75 5.24 -0.97 0.20
H -4.04 7.06 -0.84 0.20
H -1.62 6.47 -0.69 0.21
H -0.80 1.58 -0.93 0.23
H 1.98 5.70 -1.13 0.24
H 2.81 6.76 -3.22 0.20

[9]
66
Properties=species:S:1:pos:R:3:nbo_charge:R:1 method="wB97M-V/def2-TZVPD" e_lumo_ev=1.8 charge=-1 orbital_gap_ha=0.1907 e_homo_ev=-3.41 energy_ha=-2464.3193
C 1.40 -0.55 2.39 -0.63
C 0.27 0.52 2.52 -0.39
C -0.50 0.80 1.16 -0.45
C -0.76 2.34 1.00 -0.05
O -0.31 2.90 -0.21 -0.71
B 1.13 2.89 -0.44 0.14
C 1.49 4.30 -1.25 -0.88
S 2.25 2.83 1.08 -0.34
P 1.68 1.45 -1.68 1.04
N 2.39 0.18 -0.94 -1.39
H 1.82 -0.71 3.41 0.18
H 2.22 -0.24 1.72 0.26
H 0.96 -1.51 2.07 0.19
H 0.67 1.46 2.92 0.21
H -0.46 0.15 3.28 0.16
H -0.01 0.34 0.29 0.23
H -1.47 0.28 1.27 0.19
H -1.87 2.44 0.98 0.15
H -0.47 2.91 1.91 0.16
H 1.25 4.26 -2.33 0.19
H 0.88 5.10 -0.77 0.20
H 2.54 4.61 -1.11 0.21
H 3.51 2.96 0.56 0.14
H 2.61 1.97 -2.63 -0.08
H 0.47 0.99 -2.31 -0.07
H 1.84 -0.66 -1.10 0.33
C -3.05 -3.03 3.38 -0.10
C -3.91 -2.47 2.29 -0.12
O -2.94 -2.04 1.32 -0.48
C -1.81 -2.76 1.52 0.98
O -0.88 -2.76 0.79 -0.59
O -1.89 -3.47 2.67 -0.50
H -3.52 -3.86 3.90 0.19
H -2.75 -2.27 4.11 0.19
H -4.56 -3.22 1.83 0.17
H -4.53 -1.63 2.62 0.25
C -8.15 0.96 0.86 -0.10
C -7.13 0.36 -0.06 -0.10
O -6.17 -0.17 0.85 -0.47
C -6.79 -0.38 2.03 0.98
O -6.30 -0.96 2.95 -0.59
O -8.03 0.16 2.04 -0.48
H -9.17 0.91 0.47 0.20
H -7.93 2.00 1.12 0.19
H -7.54 -0.47 -0.65 0.18
H -6.68 1.09 -0.73 0.22
C 2.41 -3.87 -0.01 -0.10
C 1.42 -4.89 0.48 -0.10
O 1.99 -6.13 0.03 -0.50
C 3.32 -5.93 -0.12 0.97
O 4.11 -6.80 -0.32 -0.60
O 3.64 -4.62 -0.01 -0.49
H 2.49 -3.01 0.65 0.23
H 2.20 -3.53 -1.02 0.19
H 1.34 -4.91 1.57 0.18
H 0.43 -4.74 0.05 0.22
C 5.79 2.09 -4.43 -0.10
C 6.36 3.14 -5.34 -0.10
O 5.41 4.20 -5.25 -0.50
C 4.75 4.05 -4.06 0.96
O 4.02 4.85 -3.61 -0.55
O 5.06 2.86 -3.48 -0.47
H 6.55 1.49 -3.94 0.20
H 5.09 1.42 -4.95 0.19
H 7.33 3.51 -4.99 0.18
H 6.46 2.80 -6.37 0.19

[10]
109
Properties=species:S:1:pos:R:3:lowdin_charge:R:1 method="wB97M-V/def2-TZVPD" e_lumo_ev=0.7 smiles=COCCNCCOC.COCCNCCOC.COCCNCCOC.COCCNCCOC.OCCO.O orbital_gap_ha=0.3380 e_homo_ev=-8.48 de_lowest_ev=0.000 energy_ha=-2077.8782
C 5.46 2.66 -13.83 -0.12
O 6.35 2.18 -14.81 -0.17
C 5.74 1.19 -15.61 -0.22
C 6.56 1.01 -16.90 -0.19
N 5.82 0.36 -17.97 -0.05
C 5.73 -1.07 -17.73 -0.18
C 4.88 -1.77 -18.78 -0.24
O 3.54 -1.43 -18.52 -0.18
C 2.69 -1.77 -19.60 -0.10
H 5.98 3.37 -13.19 0.09
H 5.08 1.87 -13.17 0.09
H 4.61 3.19 -14.29 0.06
H 4.73 1.49 -15.94 0.11
H 5.61 0.30 -14.99 0.12
H 7.54 0.61 -16.60 0.12
H 6.91 2.01 -17.18 0.12
H 4.92 0.83 -17.97 0.08
H 5.18 -1.27 -16.80 0.12
H 6.69 -1.57 -17.63 0.12
H 5.07 -2.85 -18.73 0.12
H 5.25 -1.50 -19.78 0.12
H 2.85 -2.82 -19.86 0.08
H 2.92 -1.14 -20.46 0.08
H 1.63 -1.62 -19.39 0.09
C 2.95 6.13 -13.02 -0.11
O 3.21 6.81 -14.23 -0.19
C 3.78 5.97 -15.22 -0.22
C 2.78 4.92 -15.65 -0.25
N 3.10 4.21 -16.86 -0.06
C 2.32 3.04 -17.14 -0.23
C 2.46 2.57 -18.58 -0.20
O 3.85 2.42 -18.82 -0.23
C 4.17 1.89 -20.11 -0.08
H 3.71 5.35 -12.85 0.08
H 1.99 5.63 -13.04 0.08
H 3.06 6.83 -12.20 0.09
H 4.71 5.54 -14.85 0.12
H 3.90 6.63 -16.08 0.13
H 1.85 5.50 -15.77 0.13
H 2.56 4.20 -14.84 0.11
H 4.07 4.12 -17.10 0.12
H 1.25 3.22 -17.01 0.13
H 2.63 2.23 -16.46 0.11
H 2.12 3.37 -19.24 0.13
H 1.90 1.64 -18.74 0.12
H 3.87 0.84 -20.17 0.07
H 5.24 2.04 -20.20 0.08
H 3.68 2.47 -20.90 0.10
C 5.86 -4.30 -21.10 -0.11
O 7.03 -3.73 -20.53 -0.19
C 7.64 -2.87 -21.45 -0.24
C 9.05 -2.54 -20.98 -0.19
N 9.05 -1.66 -19.82 -0.06
C 10.41 -1.35 -19.38 -0.22
C 10.55 -0.72 -17.99 -0.21
O 9.90 0.51 -17.79 -0.19
C 10.28 1.54 -18.67 -0.12
H 5.34 -4.92 -20.37 0.09
H 6.12 -4.96 -21.92 0.09
H 5.17 -3.49 -21.37 0.08
H 7.11 -1.92 -21.62 0.11
H 7.74 -3.32 -22.44 0.12
H 9.54 -2.03 -21.81 0.11
H 9.57 -3.48 -20.79 0.13
H 8.64 -2.12 -19.01 0.12
H 11.01 -0.85 -20.14 0.11
H 10.94 -2.31 -19.28 0.12
H 11.63 -0.59 -17.84 0.12
H 10.28 -1.41 -17.20 0.12
H 9.54 2.34 -18.74 0.09
H 10.45 1.15 -19.67 0.06
H 11.21 2.02 -18.33 0.09
C 9.58 3.29 -21.96 -0.11
O 10.25 3.27 -23.20 -0.18
C 11.53 2.70 -23.15 -0.26
C 12.34 3.18 -24.33 -0.20
N 12.95 4.46 -23.96 -0.06
C 13.68 5.06 -25.09 -0.21
C 14.23 6.45 -24.76 -0.24
O 14.50 7.12 -25.97 -0.19
C 14.92 8.44 -25.73 -0.12
H 8.61 3.77 -22.06 0.09
H 10.22 3.74 -21.19 0.09
H 9.37 2.27 -21.61 0.06
H 11.48 1.60 -23.14 0.12
H 12.06 2.86 -22.20 0.12
H 11.62 3.21 -25.17 0.13
H 13.16 2.52 -24.60 0.12
H 12.21 5.13 -23.76 0.11
H 13.06 5.13 -25.99 0.12
H 14.55 4.45 -25.37 0.12
H 15.08 6.44 -24.07 0.12
H 13.47 7.00 -24.18 0.12
H 15.91 8.51 -25.27 0.09
H 14.16 8.99 -25.16 0.09
H 14.95 8.93 -26.70 0.09
O 7.59 0.86 -20.22 -0.10
H 8.11 0.03 -20.23 0.01
H 7.09 0.83 -19.37 0.02
C 8.54 -0.09 -23.90 -0.25
C 7.27 0.78 -23.85 -0.22
O 6.46 0.35 -22.75 -0.10
O 9.35 0.19 -25.03 -0.06
H 8.20 -1.13 -23.90 0.11
H 9.16 0.17 -23.05 0.11
H 6.65 0.73 -24.74 0.12
H 7.62 1.79 -23.64 0.11
H 6.79 0.80 -21.95 0.03
H 8.92 -0.01 -25.86 0.08